1.
A 2-piece molecular cluster, C4H11S overall in a non-equilibrium geometry. Source: the OMol25 dataset; level of theory: ωB97M-V/def2-TZVPD.

The geometry in XYZ format:
```
16
Properties=species:S:1:pos:R:3:forces:R:3:lowdin_charge:R:1
C -1.608992 -2.262141 1.404762 0.939 -1.631 -1.327 -0.18
C -1.478715 -2.448517 -0.141118 -0.773 1.556 -1.580 -0.21
H -0.553846 -2.116480 1.714100 -0.747 -0.066 0.300 0.06
H -2.145521 -1.355308 1.591220 -0.416 0.356 0.338 0.04
H -2.071260 -3.143904 1.888182 0.283 0.537 0.044 0.05
H -1.336107 -1.403552 -0.458844 0.523 -0.175 -0.107 0.04
H -2.397183 -2.651415 -0.828560 1.218 -0.519 1.683 0.07
H -0.561972 -2.956920 -0.532934 -0.966 0.002 0.640 0.06
C 1.236027 3.029890 -0.686216 -1.123 1.153 1.449 -0.29
C 1.909269 1.641849 -0.650408 1.505 0.285 -0.885 -0.87
S 1.424355 0.698182 0.856492 0.426 0.298 -0.435 0.05
H 0.199227 2.856610 -0.295253 0.794 0.040 -0.044 0.02
H 1.749646 3.613875 0.146476 -0.739 -0.146 -1.218 0.05
H 0.968986 3.690508 -1.603012 1.429 -1.234 0.844 0.06
H 1.605698 1.114058 -1.526664 -0.634 -0.701 -0.676 -0.01
H 3.060386 1.693265 -0.878224 -1.718 0.246 0.973 0.05
```
Positions in Å, forces in eV/Å.

The net charge is -1. As for the multiplicity: 1. The value obtained for the orbital gap is 6.30 eV.

---

2.
A 2-piece molecular cluster, C4H12 overall in a non-equilibrium geometry. Source: the OMol25 dataset; level of theory: ωB97M-V/def2-TZVPD.

The geometry in XYZ format:
```
16
Properties=species:S:1:pos:R:3:forces:R:3:lowdin_spin:R:1
C -0.683843 -1.094440 1.130037 -0.183 0.298 -0.156 0.11
C -0.653942 -2.538219 0.634176 0.134 -0.025 -0.411 0.12
H -0.670123 -0.347297 0.346350 0.377 -0.139 -0.198 0.01
H -1.632889 -0.867775 1.632622 0.187 -0.244 0.211 0.02
H 0.148674 -0.882071 1.802302 -0.104 0.066 0.105 0.02
H -1.246454 -3.118477 1.346423 -0.016 -0.418 -0.485 0.01
H 0.332569 -2.987437 0.545138 0.428 0.186 0.641 0.02
H -0.945402 -2.657873 -0.418953 -0.839 0.141 0.406 0.03
C 0.030908 1.825954 -1.272179 -0.460 0.743 -0.163 0.26
C 1.326549 1.730094 -0.491908 0.215 0.943 0.237 0.17
H 0.080475 1.460604 -2.300982 0.369 0.101 -0.018 0.05
H -0.793682 1.257128 -0.846499 0.072 -0.021 0.290 0.03
H -0.303231 2.872570 -1.300625 -0.044 -0.164 -0.181 0.04
H 1.264854 2.217806 0.493800 -0.654 -0.967 0.342 0.03
H 2.098077 2.440144 -0.825592 0.090 -0.674 -0.987 0.03
H 1.647460 0.689286 -0.474115 0.430 0.174 0.367 0.03
```
Positions in Å, forces in eV/Å.

The net charge is -1. As for the multiplicity: 2. The value obtained for the orbital gap (spin up / spin down) is 2.70 / 11.82 eV. As for the expectation value of S²: 0.750.

---

3.
A 2-piece molecular cluster, C4H12 overall in a non-equilibrium geometry. Source: the OMol25 dataset; level of theory: ωB97M-V/def2-TZVPD.

The geometry in XYZ format:
```
16
Properties=species:S:1:pos:R:3:forces:R:3:lowdin_spin:R:1
C -0.550479 -0.330375 -2.184045 -4.424 0.497 0.262 0.08
C -1.212481 -1.298586 -1.131436 5.927 1.766 1.375 0.14
H -1.483376 0.089133 -2.842570 2.499 -0.429 1.477 0.01
H 0.057386 0.438762 -1.729694 -0.148 0.249 0.050 0.01
H 0.032899 -0.906728 -2.810861 1.333 -1.035 -1.590 0.01
H -1.301620 -0.824746 -0.147548 -0.106 -0.306 -0.274 0.03
H -2.044470 -1.706748 -1.416308 -5.218 -1.701 -1.834 0.01
H -0.575932 -2.214352 -1.039700 0.043 0.807 0.410 0.03
C 0.981227 1.104987 2.387852 1.389 -0.699 -1.109 0.22
C 0.808421 0.538709 0.914229 -0.358 -0.543 2.082 0.25
H 0.066999 1.441682 2.757530 -1.789 0.432 0.758 0.03
H 1.353586 0.322217 3.137597 0.004 1.292 -1.118 0.03
H 1.579641 2.042546 2.254399 0.056 -0.895 0.774 0.03
H -0.144954 0.851124 0.467959 0.120 -0.230 0.296 0.03
H 0.853911 -0.599662 1.022885 0.144 1.490 -0.889 0.05
H 1.579241 1.052036 0.359712 0.526 -0.695 -0.671 0.04
```
Positions in Å, forces in eV/Å.

The net charge is -1. As for the multiplicity: 2. The value obtained for the orbital gap (spin up / spin down) is 2.83 / 12.03 eV. As for the expectation value of S²: 0.750.

---

4.
A 2-piece molecular cluster, C4H12 overall in a non-equilibrium geometry. Source: the OMol25 dataset; level of theory: ωB97M-V/def2-TZVPD.

The geometry in XYZ format:
```
16
Properties=species:S:1:pos:R:3:forces:R:3:lowdin_spin:R:1
C -0.749134 -1.287636 2.296661 -0.551 -3.801 2.186 0.18
C -1.267787 -0.249622 1.415750 2.163 2.874 -1.414 0.14
H -1.557527 -2.106332 2.234142 1.527 0.336 0.550 0.02
H 0.326080 -1.739402 2.185875 -2.076 0.913 -0.551 0.05
H -0.747492 -0.965992 3.358834 -0.065 -0.003 -0.449 0.02
H -0.293714 0.255060 1.166957 -1.255 0.692 -0.074 0.02
H -1.975016 0.476844 1.854431 0.369 -0.441 0.049 0.02
H -1.647604 -0.526120 0.441845 -0.255 -0.592 -0.092 0.03
C 0.534122 0.889822 -1.265278 -0.875 -1.166 -0.253 0.19
C 1.427862 0.663668 -2.438653 2.102 1.511 -1.423 0.18
H 1.037941 1.159635 -0.369968 0.420 0.155 0.835 0.04
H -0.204546 1.619146 -1.486419 -0.568 1.148 -0.070 0.03
H -0.101668 0.007453 -1.090670 0.550 0.075 0.162 0.03
H 1.117429 1.283088 -3.345748 0.356 -1.088 0.963 0.02
H 1.566998 -0.363574 -2.664345 -0.626 -1.145 -0.674 0.03
H 2.534057 0.883962 -2.293409 -1.218 0.531 0.255 0.02
```
Positions in Å, forces in eV/Å.

The net charge is -1. As for the multiplicity: 2. The value obtained for the orbital gap (spin up / spin down) is 2.74 / 11.66 eV. As for the expectation value of S²: 0.750.

---

5.
A 2-piece molecular cluster, C4H12 overall in a non-equilibrium geometry. Source: the OMol25 dataset; level of theory: ωB97M-V/def2-TZVPD.

The geometry in XYZ format:
```
16
Properties=species:S:1:pos:R:3:forces:R:3:lowdin_spin:R:1
C -1.647534 1.646469 -0.330622 -1.186 -0.999 -1.235 0.16
C -2.091401 0.134178 -0.359604 0.440 1.459 0.635 0.27
H -2.528981 2.257903 -0.543043 0.150 0.262 0.140 0.03
H -1.242091 1.880868 0.628218 0.363 0.437 0.576 0.02
H -0.935844 1.837031 -1.131639 0.251 0.134 0.116 0.03
H -1.606262 -0.377675 -1.184800 -0.005 -0.358 0.101 0.04
H -3.173577 0.019426 -0.405026 -0.024 -0.063 -0.108 0.05
H -1.758112 -0.211510 0.619434 -0.046 -0.873 -0.225 0.04
C 1.770330 -0.609759 1.047094 -0.315 -0.451 -0.115 0.11
C 2.008893 -1.176804 -0.362261 -0.754 0.821 -0.377 0.13
H 2.340388 0.295802 1.219249 0.273 -0.022 0.330 0.02
H 0.732281 -0.384372 1.301631 -0.093 0.124 -0.539 0.02
H 1.999504 -1.421860 1.733087 0.479 0.296 0.489 0.02
H 2.418032 -2.173698 -0.268155 0.145 -0.206 -0.412 0.01
H 2.620064 -0.537542 -1.002198 0.555 -0.108 0.334 0.02
H 1.094311 -1.178456 -0.961365 -0.234 -0.453 0.289 0.03
```
Positions in Å, forces in eV/Å.

The net charge is -1. As for the multiplicity: 2. The value obtained for the orbital gap (spin up / spin down) is 2.88 / 12.16 eV. As for the expectation value of S²: 0.750.

---

6.
A 2-piece molecular cluster, C4H12 overall in a non-equilibrium geometry. Source: the OMol25 dataset; level of theory: ωB97M-V/def2-TZVPD.

The geometry in XYZ format:
```
16
Properties=species:S:1:pos:R:3:forces:R:3:lowdin_spin:R:1
C -1.899385 1.846913 -0.148703 -2.250 -0.033 3.254 0.13
C -1.745933 0.965406 -1.332220 -2.515 -0.731 1.481 0.20
H -2.954469 1.777018 0.371185 1.175 0.387 -1.620 0.02
H -1.421076 1.363413 0.730328 0.809 0.722 -0.599 0.02
H -1.681319 2.900467 -0.259512 0.354 0.178 0.088 0.01
H -2.381829 1.319041 -2.149871 0.397 -0.601 -0.176 0.02
H -0.747568 0.793717 -1.492856 2.495 0.075 -1.296 0.04
H -2.009585 -0.007258 -0.855542 -0.494 0.040 -1.173 0.05
C 1.969917 -1.965182 0.196082 2.300 0.691 1.288 0.17
C 1.681009 -0.870461 1.208184 0.689 2.179 0.398 0.17
H 1.074680 -2.025700 -0.366242 -1.075 -1.594 -0.363 0.04
H 2.663156 -1.545527 -0.554903 0.171 -0.281 0.340 0.03
H 2.506328 -2.777839 0.790793 -1.235 0.207 -1.483 0.02
H 2.679224 -0.410665 1.646109 -1.905 -1.050 -0.470 0.02
H 0.978843 -1.240652 2.044473 0.974 0.915 -1.262 0.04
H 1.259964 -0.006066 0.555982 0.110 -1.104 1.594 0.03
```
Positions in Å, forces in eV/Å.

The net charge is -1. As for the multiplicity: 2. The value obtained for the orbital gap (spin up / spin down) is 2.90 / 11.82 eV. As for the expectation value of S²: 0.750.

---

7.
A 2-piece molecular cluster, C4H12 overall in a non-equilibrium geometry. Source: the OMol25 dataset; level of theory: ωB97M-V/def2-TZVPD.

The geometry in XYZ format:
```
16
Properties=species:S:1:pos:R:3:forces:R:3:lowdin_spin:R:1
C 1.262963 -1.050412 1.335843 -0.601 0.067 -0.038 0.12
C 1.564864 0.392066 0.926501 0.046 0.699 -0.533 0.22
H 1.385066 -1.901575 0.661583 0.496 0.485 -0.498 0.02
H 1.762885 -1.348764 2.257570 -0.177 0.199 0.206 0.02
H 0.175528 -1.004579 1.475846 0.102 -0.455 0.463 0.02
H 2.566191 0.819628 1.002541 0.227 -0.560 0.397 0.04
H 1.307585 0.657858 -0.104165 -0.226 -0.486 -0.038 0.03
H 0.902852 1.035141 1.521239 0.256 0.034 0.101 0.05
C -1.103661 0.152873 -1.833093 -0.075 -0.186 1.018 0.13
C -1.710370 0.498171 -0.431859 0.111 -0.978 -0.739 0.20
H -1.895180 0.243457 -2.576403 0.288 0.696 -0.300 0.02
H -0.237127 0.804980 -1.919582 -0.047 0.006 -0.951 0.02
H -0.803594 -0.886200 -1.992628 0.313 0.009 0.566 0.02
H -1.737258 -0.373991 0.221294 -0.531 -0.186 -0.140 0.02
H -1.117999 1.183016 0.165688 -0.018 0.499 -0.367 0.03
H -2.698721 0.875463 -0.684223 -0.165 0.156 0.853 0.03
```
Positions in Å, forces in eV/Å.

The net charge is -1. As for the multiplicity: 2. The value obtained for the orbital gap (spin up / spin down) is 2.75 / 12.21 eV. As for the expectation value of S²: 0.750.

---

8.
A 2-piece molecular cluster, C4H12 overall. Source: the OMol25 dataset; level of theory: ωB97M-V/def2-TZVPD.

The geometry in XYZ format:
```
16
Properties=species:S:1:pos:R:3:forces:R:3:lowdin_spin:R:1
C 1.254833 1.127097 -1.641192 -0.099 -0.181 -0.334 0.15
C 0.175925 0.886039 -2.699094 0.121 0.034 -0.004 0.16
H 1.090321 2.092916 -1.151507 0.174 -0.189 0.130 0.03
H 1.246024 0.311150 -0.910038 -0.112 0.383 0.097 0.02
H 2.244066 1.115684 -2.110946 -0.001 0.116 0.077 0.02
H 0.200541 -0.149018 -3.027222 -0.010 -0.188 -0.174 0.03
H 0.294313 1.527496 -3.574927 0.112 0.053 -0.036 0.01
H -0.822924 1.072055 -2.315875 -0.177 -0.009 0.226 0.04
C -0.051690 -0.728057 1.906752 -0.257 -0.171 -0.070 0.20
C -1.390747 -1.234720 2.462458 0.395 -0.143 -0.075 0.16
H 0.759469 -0.996331 2.577454 0.214 0.185 0.168 0.03
H 0.156781 -1.220379 0.955596 0.070 -0.034 -0.072 0.04
H -0.028293 0.342277 1.715210 -0.018 0.092 0.019 0.04
H -2.034120 -1.538522 1.630658 -0.156 0.070 0.243 0.03
H -1.908128 -0.503773 3.085479 -0.006 0.057 -0.073 0.02
H -1.186375 -2.103915 3.097194 -0.251 -0.075 -0.122 0.02
```
Positions in Å, forces in eV/Å.

The net charge is -1. As for the multiplicity: 2. The value obtained for the orbital gap (spin up / spin down) is 2.77 / 12.58 eV. As for the expectation value of S²: 0.750.